DFT (the ωB97M-V functional and the def2-TZVPD basis) results for a cluster of 2 separate species, C8H12N3Se in total.

Geometry as XYZ:
```
24
Properties=species:S:1:pos:R:3
C 0.7056 1.4596 -0.8076
C 0.3672 0.6504 0.2021
C 2.0254 1.2499 -1.2345
C 2.8493 0.2057 -0.7137
C 2.3396 -0.7342 0.1607
C 3.9998 1.4518 -2.3376
C -5.1650 -2.0624 1.6344
C -4.1033 -1.3020 2.5247
N 1.1598 -0.3547 0.7000
N 2.6570 1.9638 -2.2044
N 4.0425 0.3258 -1.4382
Se -2.2359 -1.3615 1.9339
H -0.0519 2.0883 -1.1310
H -0.7086 0.7561 0.6980
H 4.2330 0.9795 -3.3416
H 4.8678 2.2096 -1.9598
H -5.2146 -3.0440 2.1179
H -6.0554 -1.6021 1.7026
H -5.0479 -2.1892 0.5619
H -4.0669 -1.3861 3.5937
H -4.2717 -0.1130 2.4876
H 0.9504 -1.0333 1.3895
H 2.2789 2.4073 -3.0377
H 4.4448 -0.5652 -1.5010
```

Output
Energy = -78295.397 eV
LUMO energy (spin up / spin down) = -6.407 / -4.377 eV
Relative energy (zero: lowest compared OMol25 entry of this formula, charge and spin) = 99.43 kcal/mol
Net charge = +1
Gap between HOMO and LUMO (spin up / spin down) = 5.1 / 6.7 eV
Maximum force = 4.805 eV/A
E_HOMO (spin up / spin down) = -11.46 / -11.10 eV

=====

DFT (the ωB97M-V functional and the def2-TZVPD basis) results for a structure of composition C36H52BN8OS3Sr.

Geometry as XYZ:
```
102
Properties=species:S:1:pos:R:3
Sr -0.6762 -0.3368 -0.5309
C -0.6080 -1.5293 2.2564
N -0.3084 -2.3146 1.0454
C 1.1144 -2.3707 0.7376
C 1.4449 -3.0383 -0.6047
N 0.6046 -2.5863 -1.7243
C -0.3193 -3.6498 -2.1655
C 1.2989 -2.0762 -2.8838
C 2.5523 -2.5613 -3.2444
C 3.2223 -2.0907 -4.3671
C 2.6117 -1.1198 -5.1482
C 1.3411 -0.6720 -4.8267
C 0.6253 -1.1507 -3.7173
S -1.0364 -0.6619 -3.4700
C -1.0135 -3.5680 1.0765
C -0.4091 -4.7131 1.5775
C -1.0876 -5.9228 1.6081
C -2.3982 -5.9618 1.1463
C -3.0081 -4.8178 0.6632
C -2.3395 -3.5833 0.6007
S -3.1064 -2.1729 -0.0609
H -0.1291 -0.5455 2.2151
H -1.6866 -1.3911 2.3214
H -0.2536 -2.0607 3.1495
H 1.6832 -2.8693 1.5386
H 1.4758 -1.3349 0.7106
H 1.3736 -4.1241 -0.4864
H 2.4946 -2.8052 -0.7880
H 0.2518 -4.5038 -2.5570
H -0.9668 -3.2485 -2.9416
H -0.9401 -3.9808 -1.3397
H 3.0161 -3.3366 -2.6460
H 4.1985 -2.4832 -4.6246
H 3.1143 -0.7232 -6.0232
H 0.8489 0.0602 -5.4557
H 0.6111 -4.6641 1.9425
H -0.6033 -6.8144 1.9858
H -2.9492 -6.8953 1.1568
H -4.0254 -4.8568 0.2943
C -0.1510 3.6773 -4.3794
C -0.6927 2.8125 -3.2470
C -2.2112 2.6757 -3.3480
C -0.2950 3.3399 -1.9002
C 0.3599 4.5495 -1.6010
C 0.4343 4.5649 -0.2265
N -0.1204 3.4338 0.2405
N -0.5887 2.6781 -0.7825
B -0.4400 3.2006 1.7290
N 0.6019 2.3153 2.4820
C 0.8302 2.4564 3.7972
C 1.7941 1.5505 4.1784
C 2.1179 0.8784 2.9890
N 1.3822 1.3332 1.9724
C 3.1803 -0.1665 2.7999
C 3.0611 -1.2792 3.8403
C 4.5728 0.4660 2.8358
N -1.8730 2.7034 1.9219
C -2.8384 3.4596 2.4723
C -4.0034 2.7342 2.4845
C -3.6520 1.5020 1.9040
N -2.3615 1.4896 1.5626
C -4.5742 0.3552 1.6281
C -5.2032 0.5008 0.2420
C -5.6534 0.2216 2.6993
H -0.4237 3.2416 -5.3421
H 0.9383 3.7557 -4.3409
H -0.5646 4.6895 -4.3407
H -0.2736 1.8079 -3.3513
H -2.6911 3.6558 -3.2669
H -2.5982 2.0434 -2.5489
H -2.4878 2.2178 -4.2989
H 0.6993 5.3067 -2.2871
H 0.8187 5.3025 0.4591
H -0.3872 4.2794 2.2760
H 0.2920 3.1983 4.3645
H 2.2114 1.4106 5.1616
H 3.0394 -0.5987 1.8102
H 3.2067 -0.8857 4.8490
H 3.8152 -2.0516 3.6715
H 2.0753 -1.7448 3.8042
H 4.7574 0.9319 3.8069
H 4.6653 1.2394 2.0711
H 5.3483 -0.2844 2.6635
H -2.6147 4.4559 2.8154
H -4.9649 3.0377 2.8615
H -3.9798 -0.5574 1.6159
H -5.8021 1.4150 0.1859
H -5.8397 -0.3563 0.0174
H -4.4333 0.5529 -0.5293
H -6.3357 1.0764 2.6887
H -5.2170 0.1519 3.6977
H -6.2461 -0.6774 2.5200
C 3.1354 2.6399 -0.5853
S 2.9848 0.8663 -0.6969
C 3.9123 0.6351 -2.2079
O 1.5653 0.6029 -1.0818
H 4.1906 2.9086 -0.5226
H 2.6064 2.9359 0.3165
H 2.6562 3.0827 -1.4587
H 4.9508 0.9232 -2.0420
H 3.4533 1.2319 -2.9968
H 3.8424 -0.4180 -2.4733
```

Output
Energy = -86170.138 eV
LUMO energy = 2.062 eV
Relative energy (zero: lowest compared OMol25 entry of this formula, charge and spin) = 8.06 kcal/mol
Net charge = -1
Gap between HOMO and LUMO = 6.2 eV
Maximum force = 1.184 eV/A
E_HOMO = -4.14 eV

=====

DFT (the ωB97M-V functional and the def2-TZVPD basis) results for a structure of composition C25H26Br2N4O4Rh.

Geometry as XYZ:
```
62
Properties=species:S:1:pos:R:3
Rh 0.1788 0.3452 -0.3981
O 3.1788 1.3075 2.9177
C 2.4327 0.8074 3.9230
C 2.8907 1.0155 5.2235
C 2.1861 0.5199 6.2976
C 1.0137 -0.2125 6.1031
C 0.5502 -0.4175 4.8253
C 1.2351 0.1020 3.7165
C 0.7023 -0.1101 2.3584
O 1.3570 0.3433 1.3236
N -0.3947 -0.7727 2.2170
N -0.8404 -0.8363 0.9155
C -1.6904 -1.7543 0.6131
C -2.3000 -1.9983 -0.6452
C -3.1892 -3.0907 -0.7640
C -3.7725 -3.3985 -1.9609
C -3.4674 -2.6125 -3.0844
C -2.6126 -1.5400 -2.9875
C -2.0204 -1.2009 -1.7604
O -1.2453 -0.1459 -1.7008
H 2.7364 1.0924 2.0763
H 3.8094 1.5704 5.3583
H 2.5514 0.6962 7.3010
H 0.4791 -0.6195 6.9503
H -0.3445 -0.9973 4.6462
H -1.9462 -2.4307 1.4253
H -3.3980 -3.6878 0.1165
H -4.4522 -4.2340 -2.0453
H -3.9139 -2.8544 -4.0402
H -2.3715 -0.9231 -3.8431
Br 2.3626 1.2143 -1.6735
C 3.0566 -0.5902 -1.6890
Br 1.6385 -1.8245 -1.2490
H 3.8296 -0.6632 -0.9350
H 3.4195 -0.8122 -2.6840
C -3.1451 0.2104 3.5919
C -2.4342 1.4575 4.1149
N -3.2021 2.6809 3.8937
C -4.0879 3.1259 4.9835
C -5.5563 2.7919 4.7490
C -3.2657 3.4143 2.7635
O -3.9930 4.3931 2.6876
C -2.4183 3.1219 1.5214
C -2.5010 4.1116 0.5415
C -1.7943 4.0029 -0.6428
C -0.9876 2.9039 -0.8286
N -0.9130 1.9479 0.1008
C -1.6183 2.0264 1.2367
H -2.4842 -0.6540 3.6458
H -3.4708 0.3416 2.5572
H -4.0299 0.0049 4.1945
H -1.4363 1.5652 3.6914
H -2.2917 1.3590 5.1889
H -3.9816 4.2057 5.0740
H -3.7361 2.6600 5.9020
H -5.9285 3.3181 3.8729
H -6.1412 3.1094 5.6125
H -5.7032 1.7202 4.6089
H -3.1416 4.9598 0.7388
H -1.8638 4.7603 -1.4096
H -0.3989 2.7731 -1.7267
H -1.5214 1.1754 1.8889
```

Output
Energy = -183584.484 eV
LUMO energy = -4.340 eV
Relative energy (zero: lowest compared OMol25 entry of this formula, charge and spin) = 8.66 kcal/mol
Net charge = +1
Gap between HOMO and LUMO = 6.4 eV
Maximum force = 4.474 eV/A
E_HOMO = -10.72 eV

=====

DFT (the ωB97M-V functional and the def2-TZVPD basis) results for a cluster of 2 separate species, CH4N2O3 in total.

Geometry as XYZ:
```
10
Properties=species:S:1:pos:R:3
C 1.5519 -0.8931 0.1011
N -1.1956 0.7920 -0.5591
N -2.0332 0.0768 -0.1039
O 1.4284 1.5214 0.1184
O 0.4828 -1.2253 0.5253
O 2.0840 0.2897 -0.1901
H 2.3466 -1.4788 -0.1124
H -2.2518 -0.0947 0.9353
H -2.9114 -0.2563 -0.6543
H 0.4983 1.2684 -0.0605
```

Output
Energy = -10218.907 eV
LUMO energy = 0.562 eV
Relative energy (zero: lowest compared OMol25 entry of this formula, charge and spin) = 81.17 kcal/mol
Gap between HOMO and LUMO = 9.5 eV
Maximum force = 3.902 eV/A
E_HOMO = -8.89 eV